1.
# C16H51N2O16S5

8 unconnected molecules or ions with the total composition C16H51N2O16S5 in a non-equilibrium geometry (ωB97M-V with the def2-TZVPD basis set, the OMol25 dataset).

The geometry in XYZ format:
```
90
Properties=species:S:1:pos:R:3:forces:R:3:lowdin_charge:R:1
N -3.562 -0.217 1.045 0.877 -0.327 0.934 0.30
H -3.925 0.722 0.965 -0.584 0.561 -0.412 0.09
H -2.576 -0.181 0.829 2.294 0.752 -1.290 0.04
H -3.894 -0.973 0.464 -1.038 -0.380 -0.277 0.08
H -3.461 -0.521 2.003 -1.056 -0.150 0.342 0.12
N -0.266 -0.889 3.293 -0.677 -0.615 0.700 0.32
H 0.046 -0.131 3.884 0.725 0.091 0.194 0.11
H 0.391 -1.649 3.194 0.437 -0.212 0.652 0.13
H -0.442 -0.602 2.341 -0.107 1.469 -2.973 0.04
H -1.184 -1.197 3.580 -0.025 -0.514 0.594 0.14
C 0.333 0.357 -0.042 -0.016 -0.143 0.137 -0.28
O -0.806 -0.117 0.620 -0.358 0.026 1.217 -0.42
H 0.416 0.080 -1.092 -0.167 -0.641 -0.174 0.05
H 0.498 1.432 -0.123 -0.635 0.711 0.446 0.06
H 1.237 0.024 0.468 0.475 -0.441 0.012 0.03
O 4.620 1.053 4.374 -1.470 -0.014 -0.037 -0.25
S 3.296 1.099 3.819 0.088 0.383 -0.672 0.67
O 2.349 -0.015 4.022 0.947 1.596 -0.367 -0.33
O 2.609 2.495 4.312 0.178 -1.239 -0.166 -0.24
C 1.275 2.776 3.870 -1.553 1.658 0.588 -0.30
C 1.180 4.117 3.123 1.788 -1.689 -0.960 -0.03
C 3.478 1.480 2.047 -0.211 -0.868 0.456 -0.09
H 0.602 2.953 4.708 0.371 -0.831 0.731 0.12
H 0.814 2.005 3.253 0.477 -0.291 -0.103 0.08
H 0.198 4.208 2.657 0.059 0.487 0.290 0.06
H 1.888 3.896 2.324 -0.072 0.754 -0.654 0.07
H 1.608 4.966 3.656 -0.638 -0.065 0.211 0.10
H 3.984 2.437 1.915 -0.189 -0.071 0.263 0.09
H 2.506 1.417 1.559 0.005 0.305 0.087 0.04
H 4.095 0.689 1.622 0.080 -0.026 0.150 0.07
O 3.108 0.600 -5.834 -3.891 1.473 0.628 -0.31
S 1.734 1.111 -5.535 1.379 -1.131 -0.765 0.71
O 1.511 2.522 -5.210 0.296 -2.125 -0.164 -0.31
O 0.764 0.731 -6.825 1.950 -0.442 1.939 -0.28
C -0.583 1.209 -6.788 0.187 0.582 -1.311 -0.29
C -0.590 2.428 -7.662 -1.229 0.995 0.364 -0.08
C 0.961 -0.004 -4.255 0.036 1.064 -0.677 -0.12
H -0.957 1.486 -5.803 0.185 -0.389 0.140 0.11
H -1.167 0.425 -7.269 -0.118 -0.143 0.447 0.13
H -1.612 2.808 -7.654 -0.292 0.022 -0.306 0.08
H -0.308 2.255 -8.700 0.265 -0.056 0.263 0.09
H -0.043 3.232 -7.169 0.470 -0.151 -0.357 0.08
H 1.522 0.151 -3.333 -0.013 -0.169 -0.191 0.05
H 0.925 -1.045 -4.576 0.614 0.250 -0.154 0.06
H -0.076 0.311 -4.132 0.112 0.309 0.073 0.05
O -4.364 -2.719 0.345 0.743 -0.295 0.431 -0.31
S -4.059 -4.125 0.186 -0.563 -2.435 -1.835 0.67
O -4.580 -4.790 -1.005 1.245 1.216 2.100 -0.25
O -2.457 -4.451 0.222 -1.433 0.015 0.202 -0.25
C -1.609 -3.851 1.220 0.938 1.053 -1.141 -0.26
C -0.152 -4.251 0.896 -0.122 0.161 0.777 -0.04
C -4.589 -5.047 1.635 -0.191 0.684 -0.685 -0.10
H -1.902 -4.000 2.259 -0.176 -0.709 -0.047 0.11
H -1.696 -2.782 1.026 0.182 0.322 0.115 0.08
H 0.532 -3.530 1.344 -0.128 0.419 0.055 0.05
H 0.061 -4.222 -0.173 -0.321 -0.224 0.074 0.09
H 0.192 -5.179 1.353 -0.479 -0.326 -0.361 0.09
H -4.128 -4.569 2.499 -0.069 -0.395 0.077 0.06
H -4.345 -6.095 1.461 0.278 0.204 0.174 0.09
H -5.675 -4.953 1.670 0.049 0.139 0.064 0.08
O 2.625 -2.234 -3.204 1.960 -1.583 2.372 -0.29
S 3.222 -3.160 -2.221 0.527 -0.430 -0.438 0.67
O 2.995 -4.582 -2.415 0.238 1.386 0.435 -0.29
O 4.842 -2.912 -1.997 -0.881 0.825 -0.571 -0.29
C 5.753 -3.935 -1.490 -0.047 -1.561 -1.286 -0.23
C 6.497 -4.611 -2.697 -0.878 0.570 1.036 -0.05
C 2.735 -2.633 -0.549 -0.444 0.308 -1.861 -0.12
H 5.165 -4.656 -0.923 -0.019 -0.131 -0.107 0.10
H 6.522 -3.548 -0.822 -0.525 0.846 -0.002 0.12
H 6.834 -5.612 -2.428 0.063 0.074 0.077 0.08
H 7.355 -3.987 -2.949 -0.127 -0.141 -0.307 0.08
H 5.783 -4.696 -3.516 0.257 0.011 -0.096 0.08
H 3.237 -3.206 0.230 -0.175 0.033 -0.230 0.08
H 1.651 -2.717 -0.626 0.026 -0.118 0.615 0.04
H 2.975 -1.570 -0.579 0.150 -0.084 0.410 0.06
O -3.776 2.697 0.542 1.930 0.566 1.462 -0.31
S -2.835 3.443 1.406 -2.009 0.942 0.009 0.68
O -1.808 4.291 0.867 -0.043 -1.140 -0.144 -0.27
O -3.748 4.439 2.320 0.280 -1.367 -0.113 -0.27
C -3.995 5.798 1.877 0.138 1.077 -0.637 -0.26
C -4.866 6.561 2.890 0.784 -0.965 -0.824 -0.05
C -2.146 2.366 2.761 -0.425 1.535 -1.612 -0.09
H -4.456 5.866 0.892 -0.472 -0.792 -0.004 0.12
H -3.042 6.279 1.658 0.232 0.031 0.689 0.11
H -5.027 7.542 2.443 0.045 0.104 0.308 0.09
H -4.343 6.615 3.845 -0.309 0.187 0.032 0.08
H -5.832 6.062 2.966 0.063 0.059 0.263 0.08
H -1.329 1.802 2.311 -0.213 -0.216 -0.270 0.03
H -2.976 1.766 3.133 0.252 0.245 0.362 0.06
H -1.737 3.157 3.390 -0.284 -0.463 0.585 0.06
```
Forces are in eV/Å.

Values from the calculation:
- Total charge: +1
- 2S+1: 1
- Total energy: -107323.7017 eV

***

2.
# C28H48O14

7 unconnected molecules or ions with the total composition C28H48O14 in a non-equilibrium geometry (ωB97M-V with the def2-TZVPD basis set, the OMol25 dataset).

The geometry in XYZ format:
```
90
Properties=species:S:1:pos:R:3:forces:R:3:lowdin_charge:R:1
C -9.196 -3.834 -0.506 0.551 -0.774 0.007 -0.07
C -9.197 -2.434 0.107 0.770 -0.449 -0.419 -0.24
O -10.300 -1.644 -0.257 -1.577 0.983 -2.277 -0.04
C -10.475 -1.217 -1.580 2.836 0.283 -1.018 -0.44
C -11.826 -0.561 -1.854 1.111 -0.692 0.616 0.02
O -9.578 -1.225 -2.455 -2.555 -0.520 3.032 0.05
H -8.198 -4.256 -0.395 0.105 -0.109 0.703 0.07
H -9.278 -4.001 -1.580 -0.505 1.100 -0.212 0.07
H -9.916 -4.522 -0.063 -0.002 0.171 0.267 0.07
H -9.261 -2.461 1.195 -0.062 -0.355 -0.040 0.12
H -8.254 -1.929 -0.103 -0.040 0.140 -0.372 0.12
H -12.556 -0.832 -1.091 -0.073 -0.035 -0.313 0.08
H -12.063 -0.869 -2.872 -0.385 0.230 0.193 0.09
H -11.634 0.511 -1.805 -0.170 0.027 -0.166 0.09
C -1.971 0.004 -1.684 -0.195 0.458 1.511 -0.05
C -2.047 0.197 -0.146 0.570 0.527 -0.595 -0.24
O -2.319 -0.970 0.588 0.111 -2.463 0.181 -0.04
C -1.400 -1.998 0.624 0.857 1.015 1.737 -0.50
C -1.765 -3.035 1.669 -0.676 -0.536 -0.697 0.01
O -0.316 -2.003 0.096 -0.720 0.436 -0.641 0.10
H -3.006 -0.105 -2.010 0.231 -0.346 -0.435 0.07
H -1.312 -0.831 -1.921 -0.262 0.094 -0.175 0.07
H -1.571 0.933 -2.091 0.007 -0.087 -0.194 0.08
H -1.143 0.617 0.296 0.232 0.195 -0.380 0.12
H -2.877 0.851 0.124 0.079 0.106 -0.173 0.12
H -0.963 -3.742 1.881 0.291 0.512 -0.166 0.09
H -2.524 -3.656 1.194 -0.443 -0.022 0.286 0.08
H -2.152 -2.614 2.597 -0.070 0.121 -0.262 0.09
C 4.405 9.639 -1.996 -0.225 0.567 -1.229 -0.05
C 3.883 9.316 -3.437 -0.501 0.724 0.698 -0.19
O 3.621 7.909 -3.514 0.458 0.156 0.272 -0.01
C 2.835 7.447 -4.473 -1.734 1.214 -2.913 -0.54
C 2.777 5.955 -4.512 -0.171 0.569 1.208 0.02
O 2.163 8.142 -5.247 1.501 -0.678 1.613 0.06
H 3.700 9.837 -1.189 -0.717 -0.834 -0.357 0.07
H 4.834 10.640 -2.045 0.801 -0.176 -0.212 0.07
H 5.110 8.866 -1.689 0.148 0.315 0.006 0.07
H 3.018 9.892 -3.765 -0.562 -0.225 0.683 0.11
H 4.548 9.622 -4.245 0.844 -0.469 0.324 0.12
H 3.657 5.482 -4.947 -0.156 0.125 -0.038 0.09
H 1.824 5.666 -4.956 0.365 -0.150 -0.069 0.09
H 2.773 5.805 -3.432 -0.048 -1.145 0.021 0.09
O 4.388 -7.125 6.731 0.373 0.516 0.998 0.14
C 4.646 -7.869 5.845 -0.695 0.636 -1.526 -0.53
C 4.154 -7.786 4.429 -1.398 0.033 0.528 -0.08
C 4.547 -9.132 3.814 0.065 2.452 -1.652 -0.16
C 4.974 -9.936 4.981 -1.363 -1.467 -0.288 -0.18
O 5.345 -8.984 5.946 1.805 -1.640 1.848 0.05
H 3.072 -7.761 4.559 -0.257 0.096 -0.089 0.13
H 4.374 -6.833 3.949 0.475 -0.322 -0.136 0.13
H 3.681 -9.416 3.216 0.509 -0.817 -0.057 0.12
H 5.418 -8.896 3.203 -0.078 -0.498 -0.466 0.12
H 4.148 -10.543 5.353 -0.416 0.264 0.419 0.13
H 5.667 -10.735 4.717 0.975 0.748 0.416 0.13
O 0.380 -7.134 -2.181 1.046 0.006 -1.245 0.12
C 1.162 -6.987 -3.083 -0.347 1.504 -0.678 -0.38
C 2.705 -6.663 -3.036 -0.681 -1.793 -0.793 -0.06
C 3.116 -6.731 -4.507 0.423 0.578 -1.127 -0.16
C 1.856 -7.082 -5.328 0.304 -1.390 -0.074 -0.20
O 0.771 -7.064 -4.451 -0.725 0.481 2.986 -0.02
H 3.162 -5.843 -2.481 -0.994 0.251 0.010 0.12
H 3.050 -7.568 -2.537 0.346 -0.060 0.137 0.11
H 3.498 -5.801 -4.927 -0.036 0.325 0.507 0.11
H 3.930 -7.428 -4.708 -0.195 -0.249 0.176 0.11
H 1.639 -6.494 -6.219 0.154 0.527 0.351 0.12
H 1.834 -8.113 -5.681 0.697 -0.178 -0.240 0.12
O 6.895 3.283 -1.156 -1.022 -0.470 0.791 0.09
C 6.278 3.323 -0.100 1.172 -2.344 -4.949 -0.53
C 5.127 2.453 0.351 -0.530 0.079 -0.617 -0.07
C 5.116 2.817 1.814 -2.089 -1.272 -0.332 -0.17
C 5.754 4.144 1.865 0.450 0.778 1.844 -0.18
O 6.614 4.200 0.761 1.073 2.024 2.137 0.08
H 4.240 2.701 -0.230 -0.173 0.822 0.193 0.13
H 5.138 1.390 0.108 1.006 0.016 0.215 0.13
H 4.102 2.898 2.206 0.097 -0.458 0.318 0.13
H 5.706 2.045 2.308 -0.129 0.280 0.486 0.13
H 5.139 5.043 1.827 -0.434 -0.294 0.087 0.14
H 6.285 4.114 2.816 0.563 0.843 -0.184 0.13
O -1.161 5.739 1.358 -2.786 1.846 4.383 0.03
C -1.865 6.212 2.319 4.062 -1.415 -3.809 -0.41
C -1.425 6.574 3.782 0.228 -1.879 -1.866 -0.07
C -2.763 6.866 4.353 -1.607 0.711 1.739 -0.18
C -3.665 7.260 3.196 0.174 0.346 0.384 -0.16
O -3.148 6.474 2.140 -0.196 0.016 -0.909 0.03
H -0.991 5.639 4.134 -0.092 -0.064 0.252 0.12
H -0.583 7.264 3.841 -0.553 0.516 -0.212 0.13
H -3.308 6.004 4.739 0.776 -0.453 0.338 0.12
H -2.767 7.597 5.161 0.011 0.110 -0.087 0.12
H -4.707 6.963 3.314 0.106 0.236 0.162 0.13
H -3.583 8.325 2.977 -0.116 0.019 -0.373 0.13
```
Forces are in eV/Å.

Values from the calculation:
- Total charge: 0
- ΔE to the lowest compared entry with this formula, charge and spin: 3.455 eV
- 2S+1: 1
- Total energy: -58477.0964 eV

***

3.
# C4H7ClN2

C4H7ClN2 in the gas phase in a non-equilibrium geometry (ωB97M-V with the def2-TZVPD basis set, the OMol25 dataset).

The geometry in XYZ format:
```
14
Properties=species:S:1:pos:R:3:forces:R:3:nbo_charge:R:1
C 1.111 -1.204 0.235 2.042 -0.036 0.033 0.17
C -0.265 -1.702 0.736 1.198 -0.489 0.879 -0.34
C 0.463 0.985 0.471 -2.096 -0.386 -0.324 0.24
C -0.430 1.489 -0.571 1.025 -4.536 -1.728 -0.65
N 1.303 0.038 0.185 1.377 -1.386 -0.090 -0.38
N -1.024 -0.668 1.210 -0.931 3.264 -1.283 -0.60
Cl -0.853 -0.279 2.844 0.301 -0.435 1.381 0.03
H 2.021 -1.828 -0.005 -1.431 0.232 -0.082 0.21
H -0.784 -2.121 -0.100 -0.247 -0.456 -0.820 0.23
H -0.122 -2.483 1.473 0.364 -0.470 0.143 0.21
H 0.694 1.693 1.223 0.304 0.103 1.382 0.21
H -0.049 2.158 -1.255 1.190 1.520 -1.455 0.22
H -1.273 1.831 -0.180 -3.548 1.902 2.029 0.24
H -0.783 0.544 -1.083 0.452 1.173 -0.064 0.22
```
Forces are in eV/Å.

Values from the calculation:
- Total charge: 0
- ΔE to the lowest compared entry with this formula, charge and spin: 4.933 eV
- 2S+1: 1
- Total energy: -19759.8005 eV

***

4.
# C6H5F2NO2

C6H5F2NO2 in the gas phase in a non-equilibrium geometry (ωB97M-V with the def2-TZVPD basis set, the OMol25 dataset).

The geometry in XYZ format:
```
16
Properties=species:S:1:pos:R:3:forces:R:3:nbo_charge:R:1
C -2.857 0.986 0.164 2.392 0.466 0.464 0.20
C 0.842 1.096 -0.005 0.607 0.470 -0.209 0.72
C -1.082 -0.514 0.761 1.491 -2.055 1.550 -0.53
C -0.553 0.845 0.396 -3.252 -1.058 0.079 0.22
C -2.469 -0.499 -0.006 0.465 -0.854 0.300 0.59
C 2.772 -0.232 -0.617 0.687 -1.131 1.028 -0.26
N -1.640 1.548 0.147 -0.067 0.732 -0.916 -0.40
O 1.410 2.131 -0.132 0.002 1.523 0.071 -0.54
O 1.418 -0.064 -0.225 -0.294 -1.346 0.554 -0.50
F -2.204 -0.992 -1.262 -0.654 0.492 0.562 -0.33
F -3.388 -1.306 0.587 0.432 0.252 -0.590 -0.32
H -0.409 -1.350 0.355 -1.064 1.133 0.752 0.26
H -1.179 -0.677 1.912 -0.216 0.346 -2.087 0.26
H 3.127 -1.119 -0.011 -0.447 0.727 -1.133 0.20
H 3.493 0.547 -0.391 -0.570 0.674 0.098 0.21
H 2.720 -0.399 -1.674 0.488 -0.371 -0.522 0.20
```
Forces are in eV/Å.

Values from the calculation:
- Total charge: 0
- ΔE to the lowest compared entry with this formula, charge and spin: 1.369 eV
- 2S+1: 1
- Total energy: -17318.3619 eV